Entry 1:
DFT (wB97M-V/def2-TZVPD) results for a 2-piece molecular cluster, C4H11N2O2 overall.

Calculated values
Max |F| in eV/A: 0.93
Charge: -1
ΔE to the lowest compared entry with this formula, charge and spin in eV: 2.3284

Each line ends with the Mulliken charge.
Positions of all 19 atoms, in Å:
O  2.579  1.908  -0.529  -0.820
O  -1.997  -1.059  2.827  -0.657
N  0.303  1.059  -0.660  -0.524
N  -0.787  -1.003  0.912  0.058
C  0.267  1.606  -2.019  -0.892
C  -0.971  -2.431  0.708  -0.952
C  1.813  0.892  -0.272  -0.409
C  -1.336  -0.442  1.998  0.031
H  -1.951  -2.671  0.298  0.252
H  1.731  0.628  0.819  0.189
H  -0.006  1.834  -0.075  0.160
H  -1.137  0.638  2.032  0.303
H  -0.169  -2.783  0.062  0.324
H  0.717  2.596  -2.121  0.258
H  -0.262  -0.413  0.210  0.580
H  0.820  0.929  -2.672  0.271
H  -0.773  1.693  -2.364  0.309
H  -0.895  -2.912  1.684  0.318
H  2.054  -0.068  -0.837  0.199



Entry 2:
DFT (wB97M-V/def2-TZVPD) results for a 2-piece molecular cluster, C4H11N2O2 overall.

Calculated values
Max |F| in eV/A: 2.17
Charge: -1
ΔE to the lowest compared entry with this formula, charge and spin in eV: 3.6533

Each line ends with the Mulliken charge.
Positions of all 19 atoms, in Å:
O  1.401  2.315  -1.335  -0.636
O  -0.471  0.355  -0.562  -0.553
N  2.715  -0.143  0.754  -0.648
N  -2.637  -0.611  -0.125  -0.505
C  -1.811  0.575  -0.535  -0.734
C  2.121  0.108  -0.592  -0.291
C  -1.927  -1.303  1.030  -0.668
C  1.359  1.434  -0.494  0.319
H  -0.942  -1.799  0.829  0.190
H  3.091  -1.084  0.742  0.198
H  -2.721  -1.209  -0.911  0.240
H  2.858  0.062  -1.392  0.216
H  -2.289  0.950  -1.454  0.292
H  -2.085  1.345  0.271  0.298
H  -2.624  -2.028  1.415  0.326
H  1.299  -0.588  -0.927  0.281
H  -1.787  -0.515  1.786  0.237
H  0.991  1.599  0.572  0.232
H  3.459  0.537  0.928  0.207



Entry 3:
DFT (wB97M-V/def2-TZVPD) results for an isolated ion of composition C4H11N2O2 and charge +1.

Calculated values
Max |F| in eV/A: 4.03
Charge: +1
ΔE to the lowest compared entry with this formula, charge and spin in eV: 2.5915
Structure (SMILES): CO[C@]1(N)C[NH2+][C@@H]1O

Each line ends with the Mulliken charge.
Positions of all 19 atoms, in Å:
O  1.236  1.924  -0.237  -0.502
O  -0.907  0.544  0.755  -0.454
N  -0.679  -1.209  -0.911  -0.530
N  2.124  -0.268  0.214  -0.090
C  -0.146  -0.349  0.039  1.043
C  0.991  -0.941  0.902  -0.983
C  1.255  0.667  -0.681  -0.365
C  -2.099  1.031  0.141  -0.901
H  2.747  0.270  0.829  0.327
H  -2.511  1.754  0.838  0.255
H  -2.822  0.227  -0.006  0.371
H  0.569  2.033  0.471  0.404
H  -1.382  -0.792  -1.505  0.296
H  -0.999  -2.098  -0.549  0.230
H  1.504  0.566  -1.730  0.473
H  -1.879  1.518  -0.811  0.367
H  1.052  -2.026  0.846  0.418
H  2.698  -0.909  -0.339  0.362
H  0.900  -0.627  1.941  0.279



In order of appearance, E_LUMO = 3.62 4.02 -3.09 eV.